Here is a single C5H7N molecule at a distorted geometry from OMol25. Energies are from ωB97M-V/def2-TZVPD.

```
13
Properties=species:S:1:pos:R:3
C 1.448 1.120 -0.257
N 0.136 0.480 -0.154
C -0.526 0.309 1.027
C -1.260 -0.841 0.935
C -1.073 -1.359 -0.383
C -0.237 -0.498 -1.036
H 1.882 1.335 0.731
H 1.093 1.976 -0.803
H 2.168 0.445 -0.750
H -0.445 1.059 1.806
H -1.834 -1.279 1.735
H -1.466 -2.280 -0.789
H 0.115 -0.467 -2.062
```

- SMILES string = Cn1cccc1

***

Here is a single C5H7N molecule from OMol25. Energies are from ωB97M-V/def2-TZVPD.

```
13
Properties=species:S:1:pos:R:3
C -1.573 0.929 1.766
C -0.768 0.594 0.934
C 0.103 0.085 -0.113
C -0.604 -0.249 -1.408
C 1.253 -0.764 0.286
N 1.487 0.563 -0.267
H -2.297 1.201 2.504
H -1.208 0.584 -1.779
H -1.255 -1.112 -1.243
H 0.143 -0.498 -2.165
H 1.412 -0.915 1.349
H 1.528 -1.600 -0.352
H 1.778 1.183 0.487
```

- SMILES string = C#C[C@]1(C)CN1

***

Here is 2 unconnected molecules or ions with the total composition C5H7N at a distorted geometry from OMol25. Energies are from ωB97M-V/def2-TZVPD.

```
13
C5H7N | OMol25 | ωB97M-V/def2-TZVPD
C -0.365 -2.640 -0.008
C -0.784 -1.387 0.650
C 0.655 -1.507 0.669
C -1.490 -0.170 0.080
C 2.163 0.951 0.406
N 0.851 -2.815 0.469
H -1.287 -1.718 1.511
H -1.111 0.680 0.691
H -2.585 -0.340 0.269
H -1.429 -0.012 -0.972
H 1.351 1.200 1.190
H 1.990 0.974 -0.617
H 3.093 0.627 0.779
```

***

Here is a single C5H7N molecule at a distorted geometry from OMol25. Energies are from ωB97M-V/def2-TZVPD.

```
13
Properties=species:S:1:pos:R:3
C 1.966 0.329 -0.123
C 0.630 0.284 -0.263
C -0.483 1.231 -0.340
C -1.557 0.587 0.177
N -1.309 -0.740 0.514
C 0.005 -1.057 -0.026
H 2.651 1.033 -0.566
H 2.396 -0.378 0.584
H -0.400 2.308 -0.429
H -2.519 1.018 0.447
H -2.064 -1.407 0.443
H 0.755 -1.604 0.561
H -0.072 -1.603 -0.979
```

- SMILES string = C=C1C=CNC1

***

Here is a single C5H7N molecule from OMol25. Energies are from ωB97M-V/def2-TZVPD.

```
13
C5H7N | OMol25 | ωB97M-V/def2-TZVPD
C 2.743 -0.542 0.463
C 1.720 0.085 0.374
C 0.488 0.864 0.223
N -0.712 0.042 -0.065
C -0.704 -0.754 -1.131
C -1.876 0.203 0.595
H 3.642 -1.117 0.533
H 0.281 1.487 1.099
H 0.597 1.541 -0.634
H -1.337 -1.627 -1.103
H -0.142 -0.473 -2.011
H -1.936 0.166 1.675
H -2.763 0.124 -0.017
```

***

Here is a single C5H7N molecule at a distorted geometry from OMol25. Energies are from ωB97M-V/def2-TZVPD.

```
13
Properties=species:S:1:pos:R:3
C -1.361 -1.601 0.068
C -0.514 -0.618 -0.133
C 0.718 -0.038 0.018
N 1.938 -0.665 -0.145
C 0.482 1.313 0.322
C -0.844 1.627 0.031
H -1.056 -2.525 0.554
H -2.393 -1.533 -0.256
H 1.886 -1.610 -0.497
H 2.658 -0.115 -0.591
H 1.130 1.907 0.958
H -1.263 1.491 -0.955
H -1.381 2.366 0.624
```

- SMILES string = C=C=C(N)C=C

***

Here is a single C5H7N molecule from OMol25. Energies are from ωB97M-V/def2-TZVPD.

```
13
Properties=species:S:1:pos:R:3
C 0.398 0.898 -0.918
C 1.291 0.676 0.045
N 1.063 -0.256 1.081
C -0.273 -0.672 1.265
C -1.204 -0.511 0.327
C -0.811 0.000 -1.043
H 0.548 1.705 -1.632
H 2.200 1.264 0.155
H 1.739 -1.009 1.126
H -0.498 -1.039 2.265
H -2.243 -0.744 0.543
H -0.564 -0.850 -1.700
H -1.647 0.520 -1.523
```

- SMILES string = C1=CNC=CC1

***

Here is a molecular structure, C5H7N from OMol25. Energies are from ωB97M-V/def2-TZVPD.

```
13
C5H7N | OMol25 | ωB97M-V/def2-TZVPD
C -1.092 0.928 0.235
C -0.940 -0.524 -0.121
C -0.292 0.546 -0.959
N 1.122 0.049 -0.739
C 1.443 -0.162 0.689
C 0.480 -1.045 0.044
H -0.640 1.373 1.114
H -2.071 1.338 -0.006
H -1.776 -1.188 -0.311
H -0.520 0.816 -1.981
H 1.164 0.554 1.454
H 2.419 -0.623 0.825
H 0.702 -2.061 -0.244
```

***

Here is a molecular structure, C5H7N from OMol25. Energies are from ωB97M-V/def2-TZVPD.

```
13
C5H7N | OMol25 | ωB97M-V/def2-TZVPD
C 1.112 1.084 -0.866
N 0.118 0.288 -0.178
C -0.117 0.250 1.201
C -1.126 -0.720 1.554
C -1.342 -1.348 0.265
C -0.638 -0.707 -0.720
H 2.051 0.536 -1.001
H 1.314 1.986 -0.281
H 0.733 1.389 -1.845
H 0.232 1.081 1.809
H 0.268 -0.765 1.760
H -2.015 -2.180 0.091
H -0.590 -0.894 -1.789
```

***

Here is 2 unconnected molecules or ions with the total composition C5H7N from OMol25. Energies are from ωB97M-V/def2-TZVPD.

```
13
Properties=species:S:1:pos:R:3
C 2.603 0.476 -0.277
C 1.431 0.091 0.591
C 0.547 -0.817 0.263
N -0.341 -1.600 -0.086
H 3.534 0.038 0.101
H 2.462 0.140 -1.308
H 2.730 1.563 -0.290
H 1.314 0.561 1.565
H -0.161 -2.572 0.164
C -3.972 0.956 -0.144
C -3.093 0.136 -0.210
H -4.749 1.686 -0.085
H -2.295 -0.583 -0.273
```

- SMILES string = CC=C=N.C#C

***

Here is a single C5H7N molecule from OMol25. Energies are from ωB97M-V/def2-TZVPD.

```
13
Properties=species:S:1:pos:R:3
C 0.184 -1.842 0.280
N -0.021 -0.429 0.053
C -0.316 0.498 1.020
C -0.301 1.745 0.445
C 0.019 1.569 -0.929
C 0.185 0.222 -1.135
H -0.682 -2.285 0.782
H 1.078 -2.015 0.889
H 0.318 -2.340 -0.683
H -0.513 0.190 2.040
H -0.495 2.682 0.950
H 0.114 2.340 -1.681
H 0.429 -0.335 -2.030
```

- SMILES string = Cn1cccc1

***

Here is a single C5H7N molecule at a distorted geometry from OMol25. Energies are from ωB97M-V/def2-TZVPD.

```
13
Properties=species:S:1:pos:R:3
C -0.685 -0.719 0.999
C 0.718 -0.721 0.534
C -0.538 -0.884 -0.479
N -0.002 0.211 -1.316
C -0.047 1.468 -0.591
C 1.057 0.484 -0.355
H -1.166 0.079 1.553
H -0.930 -1.715 1.381
H 1.510 -1.239 1.089
H -1.264 -1.494 -1.028
H -0.811 1.589 0.169
H 0.081 2.325 -1.250
H 2.079 0.617 -0.706
```

- SMILES string = C1[C@H]2[C@@H]1N1C[C@@H]21

***

Here is a single C5H7N molecule from OMol25. Energies are from ωB97M-V/def2-TZVPD.

```
13
Properties=species:S:1:pos:R:3
C -0.984 -0.983 2.211
C -0.549 -1.014 1.088
C -0.027 -1.120 -0.259
N 1.355 -0.710 -0.554
C 0.258 0.090 -1.082
C -0.008 1.486 -0.580
H -1.367 -0.970 3.208
H -0.326 -2.030 -0.775
H 1.751 -0.256 0.267
H 0.130 -0.036 -2.157
H 0.133 1.555 0.504
H 0.670 2.197 -1.066
H -1.035 1.791 -0.806
```

- SMILES string = C#C[C@@H]1N[C@@H]1C

***

Here is a single C5H7N molecule from OMol25. Energies are from ωB97M-V/def2-TZVPD.

```
13
Properties=species:S:1:pos:R:3
C -1.688 0.145 -0.144
N -0.431 0.358 0.566
C 0.194 -0.861 0.818
C 1.425 -0.872 0.250
C 1.603 0.407 -0.392
C 0.475 1.125 -0.159
H -2.333 -0.489 0.465
H -1.405 -0.343 -1.077
H -2.225 1.066 -0.388
H -0.375 -1.674 1.256
H 2.132 -1.690 0.278
H 2.478 0.743 -0.930
H 0.151 2.084 -0.543
```

- SMILES string = Cn1cccc1

***

Here is a single C5H7N molecule at a distorted geometry from OMol25. Energies are from ωB97M-V/def2-TZVPD.

```
13
Properties=species:S:1:pos:R:3
C 1.948 0.247 0.215
C 0.498 -0.093 -0.147
C -0.435 0.947 0.111
C -1.702 0.465 0.023
N -1.642 -0.829 -0.383
C -0.272 -1.198 -0.497
H 2.040 0.318 1.311
H 2.747 -0.417 -0.124
H 2.189 1.257 -0.154
H -0.170 1.965 0.332
H -2.622 0.931 0.339
H -2.521 -1.340 -0.455
H -0.058 -2.253 -0.570
```

- SMILES string = Cc1cc[nH]c1

***

Here is a single C5H7N molecule at a distorted geometry from OMol25. Energies are from ωB97M-V/def2-TZVPD.

```
13
Properties=species:S:1:pos:R:3
C -1.029 -0.855 -0.554
N -1.672 -0.179 0.292
C -0.837 1.006 0.452
C 0.584 0.718 -0.053
C 1.203 -0.514 0.529
C 0.423 -0.606 -0.766
H -1.610 -1.528 -1.131
H -0.925 1.059 1.516
H -1.327 1.853 -0.059
H 1.220 1.517 -0.429
H 2.285 -0.612 0.457
H 0.767 -0.951 1.426
H 0.918 -0.908 -1.682
```

- SMILES string = C1=NC[C@H]2C[C@@H]12

***

Here is a single C5H7N molecule at a distorted geometry from OMol25. Energies are from ωB97M-V/def2-TZVPD.

```
13
C5H7N | OMol25 | ωB97M-V/def2-TZVPD
C -1.304 1.780 -0.124
C 0.748 0.332 0.345
C -0.720 0.672 0.207
C 0.768 -0.563 -0.833
C 0.914 -1.962 -0.293
N -2.064 2.580 -0.590
H 1.370 1.087 0.276
H 0.985 -0.251 1.367
H -1.343 -0.172 0.283
H 0.353 -2.196 0.618
H 2.030 -1.968 0.013
H 0.744 -2.686 -1.106
H -2.482 3.347 -0.163
```

***

Here is a single C5H7N molecule from OMol25. Energies are from ωB97M-V/def2-TZVPD.

```
13
Properties=species:S:1:pos:R:3
C 1.936 -0.025 -0.090
C 0.447 0.113 -0.192
C -0.454 1.209 -0.005
C -1.704 0.676 0.198
N -1.615 -0.684 0.083
C -0.319 -1.022 -0.179
H 2.150 -1.090 -0.232
H 2.543 0.573 -0.776
H 2.258 0.207 0.932
H -0.238 2.270 -0.049
H -2.645 1.147 0.444
H -2.340 -1.346 0.293
H -0.020 -2.029 -0.428
```

- SMILES string = Cc1cc[nH]c1

***

What are the ΔE to the lowest compared entry with this formula, charge and spin values for these records? In order: 0.928; 2.847; 8.090; 1.813; 4.943; 3.756; 1.081; 3.770; 3.505; 3.528; 0.322; 4.332; 2.816; 0.888; 0.577; 1.876; 5.818; 0.301 eV.